{"formula": "C47H92ClN7O23", "method": "ωB97M-V/def2-TZVPD", "multiplicity": 1, "e_homo_ev": -8.9415, "homo_lumo_gap_ev": 7.16, "fmax_ev_per_a": 2.54, "species": ["C", "N", "C", "C", "C", "C", "O", "H", "H", "H", "H", "H", "H", "H", "H", "H", "H", "H", "H", "H", "H", "Cl", "O", "O", "O", "O", "C", "C", "C", "O", "C", "N", "H", "H", "H", "H", "H", "H", "H", "H", "H", "H", "H", "C", "C", "C", "O", "C", "N", "H", "H", "H", "H", "H", "H", "H", "H", "H", "H", "H", "C", "C", "C", "O", "C", "N", "H", "H", "H", "H", "H", "H", "H", "H", "H", "H", "H", "C", "C", "C", "O", "C", "N", "H", "H", "H", "H", "H", "H", "H", "H", "H", "H", "H", "C", "C", "C", "O", "C", "N", "H", "H", "H", "H", "H", "H", "H", "H", "H", "H", "H", "C", "C", "C", "O", "C", "N", "H", "H", "H", "H", "H", "H", "H", "H", "H", "H", "H", "C", "C", "C", "O", "C", "C", "C", "O", "O", "O", "H", "H", "H", "H", "C", "C", "C", "O", "C", "C", "C", "O", "O", "O", "H", "H", "H", "H", "C", "C", "C", "O", "C", "C", "C", "O", "O", "O", "H", "H", "H", "H"], "xyz": [[-1.8219, 2.6660, -0.0650], [-1.0980, 1.3365, -0.2449], [-1.9526, 0.1932, 0.2128], [-0.7451, 1.1385, -1.6978], [0.1811, 1.5730, 0.4806], [1.3198, 0.5663, 0.2914], [0.8318, -0.7391, 0.6100], [-1.2394, 3.3101, -0.7167], [-1.8485, 2.8518, 1.0040], [-2.8343, 2.5710, -0.4583], [-2.8081, 0.1617, -0.4642], [-2.3056, 0.5211, 1.1908], [-1.4131, -0.7462, 0.2333], [0.0081, 1.8903, -1.9269], [-1.6244, 1.1174, -2.3340], [-0.1987, 0.1956, -1.6909], [0.0658, 1.8277, 1.5338], [0.5675, 2.4986, 0.0454], [2.1715, 0.7751, 0.9456], [1.6881, 0.5733, -0.7402], [1.6421, -1.3093, 0.5120], [-4.8805, 0.6583, -2.9189], [-4.5693, 1.5217, -1.8019], [-6.1794, 0.0926, -2.7760], [-4.7887, 1.3789, -4.1651], [-3.9236, -0.4360, -2.8900], [-1.9809, 1.0291, 3.9732], [-3.4354, 1.1457, 4.4062], [-4.4078, 1.1237, 3.2367], [-4.1194, 2.1760, 2.3317], [-5.1994, 2.1483, 1.3694], [-3.7968, 0.1906, 5.4550], [-1.6910, 1.8813, 3.3459], [-1.7216, 0.1351, 3.4053], [-1.3612, 1.1887, 4.8588], [-3.5462, 2.1256, 4.8840], [-5.3942, 1.2541, 3.7032], [-4.3342, 0.1802, 2.6782], [-6.0793, 2.5203, 1.9031], [-5.4258, 1.1761, 0.9315], [-5.0176, 2.8510, 0.5582], [-4.4798, 0.6817, 6.0220], [-4.2766, -0.6406, 5.1248], [1.1459, -4.0770, -0.0506], [2.4989, -3.9993, 0.6664], [3.6032, -4.9081, 0.1200], [3.2254, -6.2788, 0.2051], [3.3271, -6.8479, 1.5023], [2.8732, -2.5639, 0.5396], [1.1304, -3.8627, -1.1258], [0.4244, -3.3869, 0.3802], [0.7319, -5.0922, -0.0558], [2.2433, -4.3412, 1.6719], [4.6459, -4.7543, 0.4182], [3.6471, -4.7647, -0.9678], [2.5553, -7.6160, 1.5054], [3.1090, -6.1847, 2.3467], [4.3315, -7.2387, 1.6821], [3.3995, -2.4801, -0.3307], [3.6148, -2.4697, 1.2414], [1.3836, 2.7032, 7.8612], [2.6429, 2.7763, 6.9945], [2.5630, 3.6519, 5.7535], [1.7245, 3.1692, 4.6862], [2.1692, 1.9749, 4.0779], [3.7094, 3.3604, 7.8365], [1.0028, 3.7035, 8.0594], [1.6110, 2.1335, 8.7578], [0.6620, 2.1319, 7.2729], [2.9264, 1.7560, 6.7260], [3.5644, 3.8221, 5.3488], [2.1111, 4.6237, 5.9618], [1.6533, 1.9276, 3.1131], [1.7406, 1.1239, 4.6172], [3.2342, 1.8575, 3.8696], [3.4356, 4.3310, 8.0018], [4.5986, 3.5234, 7.3681], [1.9135, -2.4004, -3.6806], [2.9041, -1.4351, -4.3461], [4.2068, -1.3083, -3.5548], [3.8932, -0.4891, -2.4350], [4.8467, -0.5247, -1.3990], [3.1700, -1.9283, -5.7003], [1.0769, -1.7963, -3.3246], [2.3403, -3.0076, -2.8841], [1.4936, -3.1030, -4.4012], [2.5809, -0.3858, -4.3666], [4.9731, -0.7779, -4.1384], [4.6539, -2.2467, -3.2084], [5.7360, 0.0632, -1.6506], [5.2319, -1.5268, -1.1821], [4.4618, -0.1177, -0.4650], [3.6745, -1.2643, -6.2768], [2.2707, -2.0873, -6.1384], [1.3912, 3.0843, -4.0390], [2.2422, 2.7819, -2.7990], [3.7453, 2.7355, -2.9809], [4.2517, 3.9966, -3.3451], [5.6413, 4.0109, -3.4795], [1.8460, 3.6610, -1.6694], [0.3910, 3.2845, -3.6570], [1.3684, 2.2573, -4.7514], [1.7826, 3.9011, -4.6477], [1.9905, 1.7609, -2.4900], [4.0760, 2.0126, -3.7383], [4.2053, 2.3522, -2.0567], [6.0296, 3.3232, -4.2464], [6.1037, 3.7100, -2.5329], [6.0556, 4.9559, -3.8272], [1.3268, 4.4575, -2.0263], [2.7066, 4.0807, -1.3256], [-0.6660, 0.2091, -5.2902], [-1.8119, -0.1435, -6.1981], [-1.3736, -0.4713, -7.6460], [-2.3863, -0.7953, -8.5630], [-3.1580, 0.2851, -9.0233], [-2.3754, -1.4006, -5.6624], [-0.8282, 0.2136, -4.2139], [-0.1529, 1.1331, -5.5822], [0.1424, -0.5372, -5.2931], [-2.6379, 0.5730, -6.1985], [-0.7584, -1.3745, -7.6383], [-0.7266, 0.3020, -8.0804], [-2.6165, 0.7758, -9.8410], [-3.3087, 0.9901, -8.1955], [-4.1735, 0.0632, -9.3500], [-3.0697, -1.2387, -4.9326], [-2.8674, -1.9492, -6.3628], [-1.6506, -5.3117, -3.5925], [-1.2554, -4.0414, -3.7391], [-1.1402, -3.0799, -2.5742], [-0.9199, -1.8967, -2.7249], [-1.4679, -3.6595, -1.2852], [-1.8121, -4.9456, -1.1535], [-2.0235, -5.9062, -2.3077], [-2.5001, -7.0114, -2.2046], [-2.1125, -5.4975, 0.0283], [-0.9955, -3.5990, -4.9764], [-1.7573, -5.8974, -4.4962], [-1.1111, -3.1654, -0.3880], [-2.5635, -6.3483, -0.0946], [-1.1963, -2.6093, -5.0534], [-2.4814, 5.2351, 2.4943], [-1.6267, 4.8006, 3.4242], [-1.9298, 4.6393, 4.9121], [-1.1494, 4.3105, 5.7665], [-3.3002, 5.0107, 5.2127], [-4.1851, 5.4942, 4.3376], [-3.8642, 5.6074, 2.8721], [-4.6573, 5.9414, 2.0234], [-5.4885, 5.6655, 4.6168], [-0.4026, 4.3530, 3.0826], [-2.2112, 5.2484, 1.4495], [-3.5698, 4.8669, 6.2541], [-5.9396, 5.6535, 3.7511], [0.1622, 4.2239, 3.8697], [-0.2024, -2.3914, 3.3518], [-1.3540, -3.0719, 3.2369], [-1.4803, -4.4983, 3.6937], [-2.4098, -5.2447, 3.4800], [-0.3734, -4.9582, 4.5386], [0.7751, -4.2774, 4.6450], [1.0087, -2.9446, 3.9736], [2.0268, -2.3113, 4.1384], [1.8064, -4.7611, 5.3585], [-2.4734, -2.5672, 2.6950], [-0.1436, -1.4427, 2.8305], [-0.4645, -5.9214, 5.0208], [2.5412, -4.1342, 5.2103], [-3.1372, -3.2808, 2.7471]], "atomic_forces_ev_per_a": [[-0.3, -1.4, -0.8], [0.0, 0.3, -0.5], [-0.5, 0.8, 0.3], [0.9, -0.4, 0.9], [1.9, 0.4, 0.1], [-1.1, -0.9, 0.0], [0.8, 0.3, -0.3], [-0.1, 0.7, 0.5], [0.1, 0.5, -0.1], [0.0, -0.1, 0.0], [0.1, -0.1, -0.1], [0.0, -0.5, 0.1], [0.2, 0.2, 0.0], [-0.5, 0.3, -0.3], [-0.1, 0.0, 0.1], [-0.5, -0.2, -0.5], [-0.7, -0.5, 0.1], [0.0, 0.0, 0.0], [-0.2, 0.6, 0.1], [0.0, 0.1, 0.0], [-0.7, -0.4, 0.3], [0.1, -0.8, -0.3], [0.1, 0.6, 0.3], [-0.7, 0.2, 0.2], [0.3, 0.0, 0.2], [0.7, 0.0, -0.3], [0.3, 0.9, 0.1], [0.3, 0.1, -0.4], [0.6, 0.2, 0.6], [-0.8, -0.7, -0.7], [-0.1, 1.2, 0.3], [-0.3, 0.3, 0.3], [-0.3, 0.0, -0.2], [-0.1, -0.2, 0.4], [0.1, -0.6, 0.0], [0.1, 0.1, -0.2], [-0.2, -0.1, -0.5], [-0.2, -0.2, 0.3], [-0.2, -0.2, -0.2], [0.4, -0.2, 0.2], [0.3, -0.1, 0.1], [0.0, -0.4, 0.3], [0.2, 0.0, -0.3], [0.1, -1.3, -0.8], [-0.9, 0.4, -1.0], [-0.8, -0.9, -1.6], [0.2, 0.6, 0.6], [-0.2, -0.1, -0.1], [1.6, -0.8, 1.2], [0.7, 0.4, 0.1], [0.4, -0.1, 0.5], [0.0, 0.1, 0.5], [0.5, 0.8, 0.4], [-0.2, 0.3, 0.8], [-0.1, 0.3, 0.0], [0.3, -0.3, 0.3], [-0.1, 0.3, -0.3], [0.0, -0.3, -0.1], [-0.3, 0.0, -0.2], [-0.2, 0.6, 0.0], [0.3, -0.5, -1.3], [0.8, 0.5, 0.6], [-1.0, -0.2, -0.9], [0.7, 0.2, 0.2], [-1.5, -0.5, -0.5], [0.1, 0.7, 0.2], [-0.1, -0.1, 0.2], [0.0, 0.2, 0.2], [-0.4, 0.2, 0.2], [0.2, 0.0, -0.1], [0.1, -0.1, 0.0], [0.2, 0.0, 0.4], [0.2, 0.1, -0.1], [0.6, -0.2, 0.2], [0.1, 0.3, 0.5], [-0.2, -0.2, 0.4], [-0.1, -0.7, -0.3], [-0.4, 0.9, -0.2], [1.1, -0.5, -0.2], [0.3, 0.5, 0.0], [-0.3, -0.2, 0.9], [0.7, 0.1, -0.2], [0.0, -0.1, 0.1], [0.2, -0.4, 0.3], [0.2, 0.2, 0.2], [0.1, 0.1, -0.1], [-0.7, -0.1, 0.1], [0.0, -0.2, -0.2], [-0.3, -0.2, -0.2], [0.0, 0.1, -0.1], [-0.2, -0.2, -0.1], [-0.4, 0.1, -0.2], [0.0, 0.1, 0.1], [0.1, -0.1, -0.2], [0.7, -0.1, 0.0], [-0.3, -0.4, -0.1], [0.5, -0.2, -0.4], [-0.3, 0.7, -0.1], [0.9, -0.7, -0.1], [0.6, 0.3, -0.3], [-0.2, 0.1, -0.5], [-0.1, -0.2, 0.4], [-0.1, 0.4, 0.4], [0.1, -0.1, -0.1], [-0.5, -0.2, -0.1], [0.0, 0.3, 0.2], [-0.4, -0.4, 0.1], [0.2, 0.2, 0.0], [-0.6, 0.4, 0.4], [0.0, 0.0, -0.1], [-0.2, 0.0, 0.3], [1.7, 0.5, 0.0], [-1.0, -1.4, -0.2], [0.8, 0.2, 0.0], [-1.0, -0.8, 0.1], [0.3, 1.2, 0.5], [-0.2, -0.6, 0.3], [-0.9, 0.3, -0.1], [-0.4, 0.1, 0.1], [-0.2, -0.3, -0.7], [0.4, 0.5, 0.0], [0.1, 0.0, 0.3], [-0.1, 0.3, 0.2], [-0.2, 0.2, 0.0], [0.1, 0.2, -0.3], [0.3, -0.8, -0.1], [0.2, 0.3, 0.1], [0.1, 0.3, -0.2], [0.0, -0.7, 0.1], [0.2, 0.5, -1.0], [-1.1, -0.3, 0.0], [0.2, -0.2, -0.1], [1.0, -0.5, 0.6], [-1.3, -1.2, 0.3], [0.5, 1.7, -1.8], [0.0, -0.2, 1.0], [0.3, 0.5, 0.6], [0.2, 0.4, 0.8], [-0.1, -0.1, 0.1], [-0.9, 0.5, -0.2], [0.2, -0.1, -0.3], [-0.4, -0.2, -0.2], [-0.7, 0.1, 0.7], [1.8, -1.1, 0.4], [-1.6, 1.6, -1.1], [0.8, -0.4, -0.4], [-0.4, 0.1, 1.3], [-0.9, -0.9, -0.6], [2.1, -0.4, -0.7], [-0.9, 0.1, 0.6], [0.3, 0.1, -0.1], [0.0, 0.4, -0.2], [0.0, 0.2, 0.0], [-0.2, 0.0, -0.1], [-0.1, 0.4, 0.2], [0.0, -0.3, 0.1], [0.0, 0.2, -1.0], [-0.6, -0.3, -0.3], [1.2, -0.7, 1.5], [-0.6, 1.0, -0.6], [0.4, 0.0, -0.2], [0.5, -0.5, 0.0], [-2.1, 0.4, 0.5], [0.6, -0.5, -0.2], [0.2, 0.5, -0.4], [0.3, -0.2, 0.1], [0.2, 0.1, 0.3], [-0.1, 0.0, 0.0], [-0.1, -0.1, 0.3], [0.0, 0.1, -0.2]]}